Entry 1:
C6H10 | ωB97M-V with the def2-TZVPD basis set

Cartesian coordinates (Å):
C1 0.17784 1.29378 -1.22046
C2 0.97989 0.06937 -0.79434
C3 0.74256 -1.45834 0.99886
C4 -0.42559 -0.68368 1.60535
C5 -1.23134 -0.85446 0.30363
C6 0.12699 -1.16507 -0.35594
H1 0.85495 2.08239 -1.56167
H2 -0.40868 1.70286 -0.39087
H3 -0.51439 1.06264 -2.03644
H4 1.63106 -0.26163 -1.60838
H5 1.67071 0.35858 0.01318
H6 -0.80380 -1.05469 2.56438
H7 -0.12215 0.36060 1.76561
H8 -1.83463 -0.02196 -0.06929
H9 -1.86468 -1.74452 0.33201
H10 0.17505 -1.94474 -1.12475

- E_LUMO (eV) = 0.275
- energy above the lowest of the compared OMol25 structures with the same formula, charge and spin (kcal/mol) = 96.0
- HOMO-LUMO gap (eV) = 8.562
- highest occupied orbital energy (eV) = -8.29
- electronic energy (Ha) = -234.4496

Entry 2:
C8H13N2O | ωB97M-V with the def2-TZVPD basis set

Cartesian coordinates (Å):
N1 -1.89662 1.88181 -1.09955
C1 -1.35582 0.51628 -1.24467
C2 -2.23078 -0.54222 -2.01238
N2 -1.73250 -1.90661 -2.18972
C3 -0.45163 -2.33588 -1.63687
C4 0.49227 -1.35074 -0.85714
C5 0.05873 0.12511 -0.64783
C6 0.90687 1.26462 0.07634
C7 0.93498 1.16903 1.67896
C8 2.04301 0.11217 2.24561
O1 1.36551 -0.98795 2.90589
H1 -2.03455 2.08636 -0.08978
H2 -2.82392 1.88708 -1.56098
H3 -3.24611 -0.21466 -2.45012
H4 -2.33724 -2.55976 -2.72802
H5 -0.18793 -3.44133 -1.81420
H6 1.49505 -1.71896 -0.46778
H7 1.98922 1.22877 -0.32172
H8 0.44225 2.26964 -0.21625
H9 -0.08664 1.00832 2.17004
H10 1.30316 2.20066 2.05810
H11 2.67645 0.65981 3.04567
H12 2.78314 -0.20270 1.42775
H13 1.89310 -1.14885 3.72865

- SMILES string = Nc1c[nH+]ccc1CCCO
- E_LUMO (eV) = -4.729
- energy above the lowest of the compared OMol25 structures with the same formula, charge and spin (kcal/mol) = 96.8
- net charge = +1
- HOMO-LUMO gap (eV) = 8.235
- highest occupied orbital energy (eV) = -12.96
- electronic energy (Ha) = -496.9966

Entry 3:
C6H8N2 | ωB97M-V with the def2-TZVPD basis set

Cartesian coordinates (Å):
C1 -1.75161 -0.82132 -0.07356
C2 -0.90565 0.27301 0.47950
C3 0.29365 -0.50236 1.12599
C4 1.44283 -0.84091 -0.18071
C5 0.03361 0.85943 -0.56593
C6 -1.26998 1.61288 -0.25920
H1 0.62415 0.20373 1.97996
H2 0.02032 -1.59032 1.55154
H3 1.88933 -2.15110 -0.14519
H4 2.53490 -0.13794 -0.17615
H5 1.36366 0.05590 -1.83689
H6 0.59179 1.30791 0.27852
H7 -0.91160 2.45957 0.30717
H8 -2.17981 1.24639 -0.65656
N1 -2.42892 -1.57118 -0.53948
N2 0.65334 -0.40368 -1.28900

- E_LUMO (eV) = 0.659
- energy above the lowest of the compared OMol25 structures with the same formula, charge and spin (kcal/mol) = 180.1
- HOMO-LUMO gap (eV) = 10.133
- highest occupied orbital energy (eV) = -9.47
- electronic energy (Ha) = -342.6470

Entry 4:
C2H5NOS | ωB97M-V with the def2-TZVPD basis set

Cartesian coordinates (Å):
C1 0.87410 -0.42966 -0.22438
C2 -0.34460 0.32556 -0.23256
N1 -1.71757 -1.34547 1.36972
O1 -1.75297 -3.85753 1.69000
S1 -1.40420 -2.71692 0.84845
H1 0.78061 -1.08016 0.61679
H2 0.90577 -1.27118 -1.10350
H3 1.84390 0.13110 -0.26500
H4 -1.30926 -0.16999 -0.63416
H5 -0.52106 1.20127 0.35496

- E_LUMO (spin up / spin down) (eV) = -0.674 / -2.428
- energy above the lowest of the compared OMol25 structures with the same formula, charge and spin (kcal/mol) = 130.5
- HOMO-LUMO gap (spin up / spin down) (eV) = 9.747 / 6.125
- highest occupied orbital energy (spin up / spin down) (eV) = -10.42 / -8.55
- electronic energy (Ha) = -607.1989

Entry 5:
C30H23ClI2N4O5SW | ωB97M-V with the def2-TZVPD basis set

Cartesian coordinates (Å):
W1 0.28423 0.50919 -0.31412
I1 7.13128 -3.21461 -0.93525
C1 5.39537 -2.03761 -0.96046
C2 4.85265 -1.65863 -2.17767
C3 3.73112 -0.85334 -2.18013
I2 2.92237 -0.16617 -3.98496
C4 3.11875 -0.41822 -0.97970
O1 2.06698 0.39522 -1.03085
C5 3.70586 -0.81309 0.24132
C6 3.16660 -0.38021 1.59004
N1 2.25685 0.73897 1.45366
C7 1.60389 1.23310 2.63874
C8 0.54819 2.21793 2.19532
C9 -0.11505 2.99020 3.13153
C10 -0.99870 3.96461 2.72016
C11 -1.11229 4.19574 1.35633
C12 -0.42861 3.39429 0.47625
N2 0.32864 2.34138 0.85898
C13 4.83806 -1.61716 0.22673
H1 5.29887 -1.97324 -3.11009
H2 4.01047 -0.14037 2.24876
H3 2.62060 -1.20670 2.04927
H4 2.74373 1.51167 1.01816
H5 2.29272 1.73741 3.32788
H6 1.15049 0.40222 3.18022
H7 0.08695 2.82940 4.18383
H8 -1.55781 4.55203 3.43736
H9 -1.73073 4.99704 0.97610
H10 -0.47913 3.55985 -0.59080
H11 5.29537 -1.90801 1.16641
O2 -1.14534 3.31309 -2.70023
C14 -0.76694 2.15794 -2.66557
O3 0.10343 1.75439 -1.76132
C15 -1.20535 1.13812 -3.65338
C16 -1.75148 1.64081 -4.84053
C17 -2.14805 0.80416 -5.86091
C18 -2.00730 -0.57197 -5.69684
C19 -1.49621 -1.08510 -4.52362
C20 -1.08556 -0.25163 -3.47212
S1 -0.49555 -1.10568 -2.05347
H12 -1.83973 2.71540 -4.93244
H13 -2.55616 1.21092 -6.77773
H14 -2.30220 -1.24463 -6.49376
H15 -1.39277 -2.15591 -4.39055
N3 -4.19894 0.07451 -0.21864
C21 -4.31680 1.38848 -0.60998
C22 -3.04247 1.84139 -0.72537
N4 -2.15476 0.82992 -0.41454
C23 -2.89169 -0.21660 -0.11403
H16 -4.94860 -0.57155 -0.05481
H17 -5.26607 1.86304 -0.78646
H18 -2.70583 2.81638 -1.03384
H19 -2.53153 -1.19412 0.14607
Cl1 -1.88394 -5.41036 5.26225
C24 -1.32931 -4.19001 4.16884
C25 -1.79993 -2.88949 4.29892
C26 -1.37909 -1.92574 3.40500
C27 -0.48726 -2.25185 2.37597
C28 -0.00351 -3.55849 2.27949
C29 -0.42622 -4.52499 3.16994
C30 -0.10014 -1.24407 1.42267
O4 0.69010 -1.41044 0.44028
O5 -0.58045 -0.04335 1.43218
H20 -2.48822 -2.64418 5.09645
H21 -1.73045 -0.90435 3.48425
H22 0.69861 -3.79562 1.48900
H23 -0.06202 -5.54130 3.09587

- E_LUMO (spin up / spin down) (eV) = -0.439 / -0.567
- energy above the lowest of the compared OMol25 structures with the same formula, charge and spin (kcal/mol) = 9.7
- HOMO-LUMO gap (spin up / spin down) (eV) = 5.596 / 6.627
- ⟨S²⟩ = 2.018
- highest occupied orbital energy (spin up / spin down) (eV) = -6.03 / -7.19
- electronic energy (Ha) = -3273.2233
- 2S+1 = 3

Entry 6:
C23H55NO10 | ωB97M-V with the def2-TZVPD basis set

Cartesian coordinates (Å):
N1 0.28398 -4.10213 4.48812
C1 1.68228 -3.95660 4.91963
C2 2.59748 -3.53600 3.78396
C3 2.57790 -2.02325 3.50957
C4 3.08670 -1.70356 2.08927
C5 4.22924 -0.67339 2.12435
C6 3.77493 0.71437 2.53438
C7 4.52029 1.53984 3.22829
C8 3.66270 2.75085 3.47594
O1 3.93969 3.53012 4.29107
O2 2.56271 2.73631 2.69425
C9 2.45834 1.37544 2.28622
O3 1.46448 0.97899 1.86305
H1 -0.26095 -4.37060 5.29811
H2 -0.07281 -3.23436 4.10672
H3 1.99438 -4.94007 5.27454
H4 1.73873 -3.29015 5.79121
H5 3.61841 -3.82369 4.04373
H6 2.29674 -4.10422 2.90362
H7 3.18801 -1.54781 4.27927
H8 1.54769 -1.68173 3.62373
H9 2.27805 -1.41514 1.42393
H10 3.51326 -2.63247 1.70891
H11 4.80313 -0.67061 1.19956
H12 4.90489 -1.01221 2.91004
H13 5.51520 1.40903 3.60219
C10 2.02364 2.57048 -1.90914
C11 2.73982 3.56562 -1.02836
O4 1.94610 3.87092 0.10410
H14 1.06292 2.96809 -2.23845
H15 2.62540 2.32666 -2.78775
H16 1.81897 1.64713 -1.35897
H17 2.92712 4.49389 -1.56739
H18 3.70450 3.16365 -0.69083
H19 1.79423 3.04941 0.57993
C12 2.53341 -1.28721 -3.62530
C13 2.67021 -1.77663 -2.19374
O5 4.04475 -1.96235 -1.85931
H20 2.96693 -1.98733 -4.33988
H21 1.48291 -1.14125 -3.88268
H22 3.06406 -0.33870 -3.74144
H23 2.16360 -2.73141 -2.06114
H24 2.23246 -1.05416 -1.49569
H25 4.48615 -1.11299 -1.96836
C14 -4.01928 -5.36152 7.21187
C15 -2.66924 -5.05205 6.59591
O6 -1.60681 -5.52920 7.42346
H26 -4.10125 -4.90325 8.19837
H27 -4.82910 -4.99086 6.58189
H28 -4.14464 -6.43921 7.34512
H29 -2.54152 -3.97618 6.48285
H30 -2.57997 -5.51460 5.60785
H31 -1.71244 -6.48228 7.51422
C16 -1.65470 4.66907 -1.33077
C17 -1.85446 4.67465 -2.83397
O7 -2.77641 3.65946 -3.23176
H32 -1.28276 3.69941 -0.99828
H33 -0.94348 5.43918 -1.02895
H34 -2.60175 4.84451 -0.81350
H35 -0.91164 4.47892 -3.34417
H36 -2.23396 5.64510 -3.17122
H37 -3.61434 3.83695 -2.79089
C18 -3.32037 1.28423 -5.59268
C19 -3.49946 1.30836 -7.09874
O8 -4.40765 0.29554 -7.52921
H38 -2.95067 0.30983 -5.26951
H39 -2.61954 2.05257 -5.26681
H40 -4.27493 1.45015 -5.08718
H41 -2.55051 1.12288 -7.60016
H42 -3.87669 2.28351 -7.42567
H43 -5.25334 0.46048 -7.09885
C20 -0.89352 6.74176 -7.35885
C21 -0.74464 6.18892 -5.95362
O9 0.62693 5.96082 -5.63670
H44 -0.46598 6.05061 -8.08610
H45 -1.94332 6.90779 -7.60623
H46 -0.35782 7.68891 -7.46016
H47 -1.26335 5.23532 -5.86216
H48 -1.16627 6.88133 -5.21718
H49 1.08732 6.80425 -5.70453
C22 -3.12078 -5.18405 2.08848
C23 -4.48811 -4.68772 2.52227
O10 -4.37997 -3.77755 3.61487
H50 -2.61159 -5.67614 2.91804
H51 -3.20447 -5.88907 1.25973
H52 -2.48881 -4.35029 1.77335
H53 -5.10884 -5.51845 2.85536
H54 -4.99788 -4.18826 1.69186
H55 -3.84062 -3.03460 3.32304

- SMILES string = NCCCCCC1=CC(=O)OC1=O.CCO.CCO.CCO.CCO.CCO.CCO.CCO
- E_LUMO (eV) = -0.558
- HOMO-LUMO gap (eV) = 8.628
- highest occupied orbital energy (eV) = -9.19
- electronic energy (Ha) = -1716.4006

- Look up the electronic energy of the third one.
  -342.6470 Ha